A 2-piece molecular cluster, C2H3Cl2PS overall. Source: the Open Molecules 2025 dataset; level of theory: wB97M-V/def2-TZVPD.

XYZ file:
```
9
Properties=species:S:1:pos:R:3:lowdin_charge:R:1
C 0.39660 2.14871 -0.74298 -0.051
C -0.16113 0.96700 -0.40821 -0.486
P 0.41134 -2.85137 0.93166 -0.241
S -0.91254 -2.92375 2.31023 0.132
Cl -0.54420 -2.74948 -0.77069 0.096
Cl 0.62882 0.03912 0.95145 0.437
H -0.00734 2.63729 -1.55474 0.030
H 1.22355 2.43582 -0.15894 0.039
H -1.03508 0.29665 -0.55778 0.044
```

Values from the calculation:
- HOMO-LUMO gap (spin up / spin down) (eV) = 7.740 / 6.836
- calculated total energy (a.u.) = -1737.82491
- E_HOMO (spin up / spin down) (eV) = -7.0 / -9.9
- spin multiplicity = 3
- max |F| (Eh/bohr) = 0.082